Entry 1:
{"formula": "C4H8NOS", "method": "ωB97M-V with the def2-TZVPD basis set", "charge": 1, "e_homo_ev": -13.57, "e_above_lowest_kj_mol": 168.6, "elements": ["C", "C", "C", "C", "N", "O", "S", "H", "H", "H", "H", "H", "H", "H", "H"], "coordinates": [[1.310, 0.381, 0.562], [0.128, 0.754, 0.116], [0.286, -1.818, 0.147], [-0.152, 1.982, -0.758], [-0.970, -0.173, 0.209], [-0.296, -2.949, 0.155], [1.276, -1.192, 1.389], [2.166, 1.094, 0.771], [0.354, -1.441, -0.839], [-0.081, 1.425, -1.791], [0.598, 2.756, -0.758], [-1.129, 2.508, -0.546], [-1.484, 0.011, 0.986], [-1.606, 0.060, -0.589], [-0.400, -3.398, 0.947]], "mulliken_charge": [-0.2984, 0.3430, 0.0890, -1.2155, -0.3849, -0.3326, -0.0395, 0.3865, 0.4896, 0.3179, 0.3920, 0.3199, 0.2450, 0.3209, 0.3670]}

Entry 2:
{"formula": "C4H8NS", "method": "ωB97M-V with the def2-TZVPD basis set", "charge": 1, "e_homo_ev": [-13.93, -13.93], "e_above_lowest_kj_mol": 236.4, "elements": ["C", "C", "C", "C", "N", "S", "H", "H", "H", "H", "H", "H", "H", "H"], "coordinates": [[1.312, -1.686, 0.254], [0.787, 0.677, 0.728], [-0.526, 1.395, 0.498], [-2.457, 0.021, -1.306], [0.508, -0.748, 0.299], [-1.655, -0.104, 0.163], [1.115, -2.783, 0.335], [2.349, -1.513, 0.063], [1.588, 1.294, 0.320], [1.002, 0.602, 1.780], [-0.787, 1.930, 1.372], [-0.680, 2.141, -0.355], [-2.159, 0.682, -2.137], [-3.111, -0.781, -1.573]], "mulliken_charge": [-0.2435, -0.4358, -0.4785, -0.3340, -0.2478, 0.2205, 0.2502, 0.2696, 0.3962, 0.3009, 0.3511, 0.3647, 0.2803, 0.3060]}

Entry 3:
{"formula": "C4H8NS", "method": "ωB97M-V with the def2-TZVPD basis set", "charge": 1, "e_homo_ev": -13.70, "smiles": "C1SC[N@@H+]2C[C@H]12", "e_above_lowest_kj_mol": 112.2, "elements": ["C", "S", "C", "N", "C", "C", "H", "H", "H", "H", "H", "H", "H", "H"], "coordinates": [[1.252, -0.180, 1.094], [-0.300, -0.715, 1.916], [-1.350, 0.272, 0.782], [-0.616, 0.350, -0.520], [-0.066, -0.855, -1.026], [0.806, 0.068, -0.358], [1.876, -1.024, 1.210], [1.738, 0.647, 1.477], [-1.286, 1.403, 1.064], [-2.259, -0.267, 0.699], [-1.012, 1.193, -1.135], [-0.186, -0.871, -2.167], [-0.360, -1.684, -0.539], [1.619, 0.718, -0.879]], "mulliken_charge": [-0.7509, -0.0720, -0.5514, -0.1630, -0.4156, 0.0348, 0.3908, 0.4376, 0.3618, 0.3977, 0.4221, 0.2861, 0.3050, 0.3173]}

Entry 4:
{"formula": "C4H8NS2", "method": "ωB97M-V with the def2-TZVPD basis set", "charge": 1, "e_homo_ev": -13.33, "e_above_lowest_kj_mol": 390.3, "elements": ["C", "C", "C", "C", "N", "S", "S", "H", "H", "H", "H", "H", "H", "H", "H"], "coordinates": [[0.184, 0.091, -0.108], [0.247, -1.161, 0.154], [-1.884, -1.674, 0.322], [1.203, -2.310, -0.148], [0.112, 3.102, -0.039], [-1.167, 1.146, 0.091], [-2.770, -0.332, 0.286], [1.158, 0.616, -0.244], [-2.238, -2.676, 0.012], [1.368, -2.829, 0.820], [2.077, -1.779, -0.628], [0.752, -2.919, -0.951], [-0.541, 3.995, -0.044], [0.961, 3.565, -0.461], [0.540, 3.165, 0.940]], "mulliken_charge": [-0.1940, 0.2781, -0.1449, -0.8862, -0.8649, 0.2148, 0.0589, 0.3322, 0.3334, 0.3076, 0.3333, 0.3014, 0.3128, 0.2888, 0.3288]}

Entry 5:
{"formula": "C4H8O", "method": "ωB97M-V with the def2-TZVPD basis set", "e_homo_ev": -9.41, "smiles": "C[C@H]1C[C@H]1O", "e_above_lowest_kj_mol": 108.8, "elements": ["C", "C", "C", "C", "O", "H", "H", "H", "H", "H", "H", "H", "H"], "coordinates": [[1.449, 0.316, 0.220], [0.223, -0.564, 0.332], [-1.089, 0.065, 0.755], [-0.926, -0.484, -0.632], [-0.934, 0.324, -1.770], [1.914, 0.430, 1.206], [1.203, 1.329, -0.125], [2.200, -0.102, -0.459], [0.434, -1.560, 0.718], [-1.734, -0.448, 1.462], [-1.082, 1.149, 0.854], [-1.447, -1.413, -0.851], [-0.210, 0.957, -1.710]], "mulliken_charge": [-1.4085, 0.2407, -0.5782, -0.1617, -0.5330, 0.3468, 0.3381, 0.2982, 0.3413, 0.2548, 0.2315, 0.3248, 0.3052]}

Entry 6:
{"formula": "C4H8O", "method": "ωB97M-V with the def2-TZVPD basis set", "e_homo_ev": -8.02, "e_above_lowest_kj_mol": 437.8, "elements": ["C", "C", "O", "C", "C", "H", "H", "H", "H", "H", "H", "H", "H"], "coordinates": [[-1.485, 0.403, 0.179], [-0.461, -0.633, 0.563], [0.796, -0.734, -0.217], [0.714, -0.282, 1.395], [1.279, 0.344, -1.020], [-2.278, 0.346, 0.933], [-1.941, 0.217, -0.799], [-1.075, 1.413, 0.225], [-0.880, -1.645, 0.555], [1.087, -1.223, 1.833], [0.681, 1.245, -0.901], [2.295, 0.546, -0.689], [1.269, 0.002, -2.056]], "mulliken_charge": [-1.3652, 0.3312, -0.1531, -0.5431, -0.5419, 0.3584, 0.3154, 0.3647, 0.3036, 0.1467, 0.2626, 0.2817, 0.2391]}

Entry 7:
{"formula": "C4H8O", "method": "ωB97M-V with the def2-TZVPD basis set", "e_homo_ev": -8.02, "e_above_lowest_kj_mol": 438.0, "elements": ["C", "C", "O", "C", "C", "H", "H", "H", "H", "H", "H", "H", "H"], "coordinates": [[-1.478, 0.407, 0.186], [-0.461, -0.637, 0.565], [0.796, -0.738, -0.219], [0.717, -0.290, 1.396], [1.273, 0.344, -1.026], [-2.276, 0.350, 0.936], [-1.931, 0.232, -0.797], [-1.061, 1.415, 0.243], [-0.884, -1.647, 0.550], [1.088, -1.233, 1.832], [0.642, 1.228, -0.940], [2.272, 0.585, -0.668], [1.303, -0.017, -2.057]], "mulliken_charge": [-1.3759, 0.3374, -0.1500, -0.5467, -0.5377, 0.3591, 0.3166, 0.3689, 0.3026, 0.1461, 0.2623, 0.2811, 0.2361]}

Entry 8:
{"formula": "C4H8O", "method": "ωB97M-V with the def2-TZVPD basis set", "e_homo_ev": -7.37, "e_above_lowest_kj_mol": 624.1, "elements": ["C", "C", "C", "C", "O", "H", "H", "H", "H", "H", "H", "H", "H"], "coordinates": [[-1.533, 0.761, 0.466], [-0.616, -0.284, 0.173], [0.663, 0.022, -0.533], [1.904, -0.035, 0.240], [1.573, -1.040, -0.709], [-2.269, 0.637, 1.248], [-1.493, 1.688, -0.092], [-1.675, -0.344, -0.526], [-1.179, -1.267, -1.015], [-0.567, -1.129, 0.856], [0.586, 0.724, -1.364], [2.734, 0.616, -0.028], [1.873, -0.347, 1.285]], "mulliken_charge": [-1.1186, -0.2522, 0.2643, -0.4353, -0.4131, 0.2920, 0.2754, -0.0170, 0.1313, 0.4118, 0.3870, 0.2544, 0.2201]}

Entry 9:
{"formula": "C4H8O", "method": "ωB97M-V with the def2-TZVPD basis set", "e_homo_ev": -9.99, "smiles": "OC1CCC1", "e_above_lowest_kj_mol": 93.6, "elements": ["O", "C", "C", "C", "C", "H", "H", "H", "H", "H", "H", "H", "H"], "coordinates": [[-0.694, 0.641, 1.869], [-0.490, 0.433, 0.500], [0.929, 0.556, -0.087], [0.516, -0.561, -1.071], [-0.584, -0.987, -0.066], [-0.996, 1.553, 1.875], [-1.197, 1.095, -0.049], [1.699, 0.204, 0.610], [1.227, 1.537, -0.469], [1.271, -1.302, -1.341], [0.080, -0.135, -1.979], [-0.218, -1.752, 0.630], [-1.568, -1.289, -0.436]], "mulliken_charge": [-0.5452, 0.1095, -0.6386, -0.4857, -0.6609, 0.3447, 0.2593, 0.2438, 0.3031, 0.3102, 0.2252, 0.2538, 0.2810]}

Entry 10:
{"formula": "C4H8O", "method": "ωB97M-V with the def2-TZVPD basis set", "e_homo_ev": -10.06, "smiles": "C[C@@H]1O[C@@H]1C", "e_above_lowest_kj_mol": 99.8, "elements": ["C", "C", "O", "C", "C", "H", "H", "H", "H", "H", "H", "H", "H"], "coordinates": [[-0.759, 0.293, 1.466], [0.578, -0.071, 0.874], [1.246, 0.909, 0.088], [0.834, -0.292, -0.555], [-0.195, -0.150, -1.647], [-1.494, 0.564, 0.703], [-1.153, -0.552, 2.041], [-0.649, 1.142, 2.148], [1.247, -0.585, 1.570], [1.660, -0.964, -0.799], [-0.731, -1.092, -1.812], [0.299, 0.125, -2.585], [-0.918, 0.634, -1.409]], "mulliken_charge": [-1.1386, 0.1558, -0.4590, 0.1562, -1.2930, 0.2897, 0.2985, 0.2727, 0.3806, 0.3840, 0.2688, 0.3243, 0.3600]}

Entry 11:
{"formula": "C4H8O", "method": "ωB97M-V with the def2-TZVPD basis set", "e_homo_ev": [-7.95, -7.55], "e_above_lowest_kj_mol": 560.8, "elements": ["C", "C", "C", "O", "C", "H", "H", "H", "H", "H", "H", "H", "H"], "coordinates": [[-0.994, -0.916, -0.132], [0.193, -0.362, 0.424], [1.536, -0.398, -0.385], [1.537, 1.012, -0.650], [0.277, 1.071, -0.114], [-1.878, 0.938, 0.876], [-1.788, -1.286, 0.510], [-1.152, -0.974, -1.201], [0.312, -0.465, 1.503], [1.416, -0.929, -1.328], [2.421, -0.729, 0.160], [-1.402, 1.494, 1.089], [-0.478, 1.545, -0.752]], "mulliken_charge": [-1.0514, 0.2427, -0.3794, -0.3355, -0.3910, -0.0193, 0.4280, 0.2755, 0.2695, 0.2299, 0.2697, 0.0842, 0.3771]}

Entry 12:
{"formula": "C4H8O", "method": "ωB97M-V with the def2-TZVPD basis set", "e_homo_ev": [-7.80, -7.79], "e_above_lowest_kj_mol": 358.3, "elements": ["C", "C", "C", "C", "O", "H", "H", "H", "H", "H", "H", "H", "H"], "coordinates": [[-1.790, -0.382, 0.173], [-2.568, 0.846, -0.104], [1.661, -1.142, -0.219], [1.795, 0.169, 0.433], [-2.063, -1.540, 0.126], [-2.699, 1.364, 0.842], [-1.988, 1.492, -0.761], [-3.543, 0.634, -0.551], [1.381, -1.041, -1.265], [0.915, -1.759, 0.289], [2.600, -1.707, -0.171], [1.941, 0.231, 1.494], [1.807, 1.076, -0.138]], "mulliken_charge": [0.3605, -0.8026, -0.6522, -0.7278, -0.3946, 0.2711, 0.2542, 0.3013, 0.2418, 0.2160, 0.2885, 0.3160, 0.3278]}